(1)
This record from OMol25 describes a structure of composition C21H43N2P3SZr in a non-equilibrium geometry. The level of theory is ωB97M-V/def2-TZVPD.

Summary:
Total charge: +4
ΔE to the lowest compared entry with this formula, charge and spin (kcal per mole): 0.0
Kohn-Sham gap (eV): 5.385
HOMO energy (Ha): -0.72282

Positions of all 71 atoms, in Å:
Zr (0.0528, 0.1883, 0.1522)
S (1.2509, 0.1540, -2.1752)
P (-1.5465, 0.4719, 2.2092)
P (1.9923, 1.5636, 1.1105)
P (-1.3295, 2.2156, -0.9061)
N (0.3445, -1.7690, 1.2774)
N (1.0173, -3.7055, 2.0428)
C (-0.7668, -3.9694, -3.0822)
C (-0.9531, 3.8184, -0.1153)
C (-0.4748, -2.7723, 0.7439)
C (-3.0724, -0.4599, 1.8103)
C (-2.1786, 2.0509, 2.8693)
C (1.7183, -0.5715, -4.6637)
C (0.2778, -1.4844, -2.2451)
C (1.9826, -1.8082, 3.2494)
C (-1.1217, -0.3372, 3.7917)
C (-1.5874, -2.8287, -3.0573)
C (-1.0684, -1.5750, -2.6595)
C (0.8577, -1.3670, -5.3025)
C (-1.1770, 2.7145, -2.6669)
C (-3.1558, 2.0778, -0.7986)
C (1.5351, 2.6092, 2.5532)
C (1.1563, -2.3737, 2.1659)
C (-0.0079, -3.9753, 1.1514)
C (0.5687, -3.8737, -2.6569)
C (2.8526, 2.8037, 0.0468)
C (3.4696, 0.6856, 1.7729)
C (1.0730, -2.6551, -2.2269)
H (2.9958, 2.3966, -0.9645)
H (-2.8532, -1.5346, 1.7441)
H (3.3679, 0.4783, 2.8478)
H (1.2302, -4.7442, -2.7315)
H (-1.1947, 1.8458, -3.3429)
H (3.5975, -0.2693, 1.2452)
H (0.7883, 3.3682, 2.2686)
H (1.7671, -0.7423, 3.3821)
H (2.4384, 3.1181, 2.9319)
H (1.7577, -2.3163, 4.1999)
H (-1.3395, -2.5205, 0.1477)
H (3.8388, 3.0150, 0.4878)
H (-3.5097, -0.1248, 0.8618)
H (-0.1899, 0.0717, 4.2026)
H (-0.0457, -1.0138, -5.7783)
H (-3.4444, 1.0414, -1.0207)
H (1.7032, 0.5035, -4.8227)
H (-0.2413, 3.2738, -2.8208)
H (4.3704, 1.2955, 1.6131)
H (3.0464, -1.9347, 3.0126)
H (-3.5428, 2.3352, 0.1958)
H (-1.4036, 4.6458, -0.6808)
H (-1.3396, 2.6547, 3.2433)
H (-2.8456, 1.8013, 3.7075)
H (-1.1550, -4.9138, -3.4677)
H (2.5845, -1.0038, -4.1509)
H (-1.0148, -1.4227, 3.6737)
H (1.1313, -2.4083, -5.4807)
H (1.1075, 1.9911, 3.3605)
H (2.2846, 3.7402, -0.0264)
H (-2.7345, 2.6210, 2.1149)
H (-3.6455, 2.7268, -1.5416)
H (2.1224, -2.5618, -1.9556)
H (0.7412, 0.8789, -3.2068)
H (1.5410, -4.3948, 2.5746)
H (0.1263, 3.9930, -0.0863)
H (-1.3324, 3.8622, 0.9081)
H (-2.0331, 3.3656, -2.9152)
H (-0.3626, -4.9599, 0.9016)
H (-1.6658, -0.6582, -2.7546)
H (-2.6317, -2.9081, -3.3900)
H (-1.9453, -0.1380, 4.4913)
H (-3.7796, -0.2817, 2.6308)

***

(2)
This record from OMol25 describes a structure of composition C3H4LiO3 in a non-equilibrium geometry. The level of theory is ωB97M-V/def2-TZVPD.

Summary:
Spin multiplicity: 2
<S²>: 0.7612
ΔE to the lowest compared entry with this formula, charge and spin (kcal per mole): 103.5
Kohn-Sham gap (alpha / beta) (eV): 4.923 / 5.540
HOMO energy (alpha / beta) (Ha): -0.22249 / -0.24521

Positions of all 11 atoms, in Å:
O (-2.1382, 0.6771, -0.7669)
O (0.0160, 0.8013, -2.8743)
O (-0.6721, -0.0033, -4.9189)
C (-1.3466, -1.0923, 0.7240)
C (-0.5570, 0.5418, -3.8863)
C (-1.9691, -0.6179, -0.5504)
Li (-0.8200, 1.7460, -1.3195)
H (-1.8494, -1.3071, -1.4126)
H (-0.2493, -1.1227, 0.7374)
H (-1.6418, -1.9612, 1.3232)
H (-2.7820, -0.9615, 0.5731)

***

(3)
This record from OMol25 describes a cluster of 2 separate species, C4H9N2O in total in a non-equilibrium geometry. The level of theory is ωB97M-V/def2-TZVPD.

Summary:
Total charge: +1
ΔE to the lowest compared entry with this formula, charge and spin (kcal per mole): 123.9
Kohn-Sham gap (eV): 10.713
HOMO energy (Ha): -0.52102

Positions of all 16 atoms, in Å:
O (-2.1615, -1.7354, 0.5100)
N (-1.5564, -0.6396, 0.1237)
N (-1.4994, 1.6484, -0.3987)
C (1.8929, -0.4714, -0.2782)
C (-2.1100, 0.4833, -0.2688)
C (2.5176, 0.5630, 0.5743)
C (1.3137, -1.4555, -0.7503)
H (-0.4823, -0.7207, 0.2783)
H (-0.4817, 1.6091, -0.4591)
H (-1.4478, -2.3557, 0.8693)
H (2.5148, 0.1654, 1.5465)
H (-3.1644, 0.5229, -0.4756)
H (1.1818, -2.3423, -1.2235)
H (-1.8544, 2.4416, -0.7653)
H (1.8369, 1.4126, 0.4011)
H (3.5002, 0.8743, 0.3163)

***

(4)
This record from OMol25 describes a structure of composition C29H70N2O10PS2 in a non-equilibrium geometry. The level of theory is ωB97M-V/def2-TZVPD.

Summary:
Total charge: -1
Kohn-Sham gap (eV): 7.226
HOMO energy (Ha): -0.18896

Positions of all 114 atoms, in Å:
S (-0.8208, 1.2077, -3.7697)
S (-1.7103, -1.2429, -4.4635)
P (0.0183, 2.4253, -5.3322)
O (-0.0585, 1.6276, -2.6260)
O (-1.1776, -2.5509, -4.6785)
O (2.8644, -4.5176, 5.4272)
O (-2.5489, -0.7406, -5.5027)
O (-1.5219, -2.5282, 3.9794)
O (-2.2287, 1.4907, -3.6322)
O (3.2767, -2.8728, -2.5269)
O (-5.2506, 5.1317, 0.7080)
O (-1.9938, 1.6917, 2.7864)
O (4.5705, 2.5364, -5.7987)
N (-0.4712, -0.2898, -4.1447)
N (1.4264, -2.4431, -1.2568)
C (3.6839, -3.8557, 4.4792)
C (-3.2902, -2.2128, 5.6464)
C (-0.3260, 1.6356, -6.9580)
C (3.9114, -3.5381, 7.4252)
C (-6.6033, 5.1565, 1.1052)
C (5.5912, 3.5024, -5.8803)
C (-1.0065, -1.9903, -1.2428)
C (-4.9131, 2.7132, 1.0413)
C (4.7538, 1.5079, -4.8394)
C (-1.0059, 3.9272, -5.1795)
C (1.6387, -4.5620, -2.5618)
C (3.4528, -4.7815, 6.6810)
C (-0.8200, -3.5080, 4.7274)
C (-0.8315, 2.6817, 4.7052)
C (4.8734, 2.0134, -3.4132)
C (6.9569, 2.9393, -6.2433)
C (-1.3117, 2.3628, 1.7270)
C (4.9472, -4.6104, 4.1127)
C (0.2744, -1.8823, -2.0224)
C (-6.8121, 5.3876, 2.5934)
C (-1.3118, 1.4229, 4.0010)
C (2.1976, -3.2350, -2.1332)
C (-2.0417, -1.0058, -1.6959)
C (-4.4417, 4.1329, 1.3109)
C (-0.1314, 1.6260, 1.1253)
C (-1.2579, -4.9320, 4.4298)
C (-2.6985, -1.4153, -2.9838)
C (0.9789, 1.5891, -7.7486)
C (-2.9169, -2.4919, 4.1997)
H (-6.3854, 4.5853, 3.1959)
H (-4.2281, 1.9960, 1.4930)
H (1.8516, -5.2608, -1.7727)
H (0.1629, -2.3967, -2.9608)
H (3.9229, -2.8437, 4.8225)
H (-2.0592, 2.4895, 0.9463)
H (0.6810, 1.4506, 1.8322)
H (0.2328, -3.3966, 4.4676)
H (-4.3741, -2.1507, 5.7478)
H (6.9071, 2.4045, -7.1923)
H (7.3252, 2.2438, -5.4885)
H (-0.4522, 0.6556, 0.7498)
H (-3.2997, -1.6883, 3.5710)
H (-0.6536, 0.6259, -6.7861)
H (-0.3941, 4.7825, -5.3733)
H (2.6803, -5.2857, 7.2632)
H (-7.8780, 5.4429, 2.8181)
H (5.6111, -4.7422, 4.9699)
H (4.9654, 1.1722, -2.7266)
H (1.6422, 2.3780, -7.4493)
H (4.3125, -3.8122, 8.4018)
H (-5.9070, 2.5286, 1.4538)
H (-0.4877, 0.7173, 3.8557)
H (-4.3487, 4.3143, 2.3881)
H (-0.7736, -1.7569, -0.2137)
H (-1.6254, -0.0169, -1.7114)
H (-2.8989, -2.4676, -2.9202)
H (-0.8992, -3.2946, 5.8004)
H (2.1208, -4.8681, -3.4629)
H (-7.1143, 4.2409, 0.7848)
H (-3.3892, -3.4178, 3.8507)
H (5.6512, 4.0799, -4.9495)
H (3.8742, 0.8710, -4.9149)
H (-2.8546, -1.2683, 5.9751)
H (5.2703, 4.1965, -6.6580)
H (0.8022, 1.6697, -8.8062)
H (7.6843, 3.7473, -6.3339)
H (-1.0564, 2.2032, -7.4982)
H (3.0766, -2.8518, 7.5693)
H (5.7456, 2.6565, -3.2751)
H (-3.4488, 4.2671, 0.8864)
H (4.6919, -3.0028, 6.8838)
H (-1.0270, 3.3712, 2.0529)
H (-0.6588, -5.6337, 5.0100)
H (-0.3701, 2.4235, 5.6590)
H (-7.0528, 5.9770, 0.5455)
H (5.4915, -4.0647, 3.3445)
H (3.0641, -3.7425, 3.6003)
H (1.0305, -3.0156, -0.5187)
H (4.2812, -5.4927, 6.5754)
H (-3.6335, -0.9128, -3.1333)
H (-2.0418, 0.9175, 4.6356)
H (0.4863, -0.8512, -2.2235)
H (-4.9588, 2.5271, -0.0322)
H (-6.3418, 6.3219, 2.9027)
H (-1.6677, 3.3577, 4.8910)
H (3.9872, 2.5872, -3.1423)
H (-2.8174, -0.9950, -0.9474)
H (1.5011, 0.6810, -7.5236)
H (0.5801, -4.5047, -2.7196)
H (0.2718, 2.1982, 0.2904)
H (-1.8905, 3.9080, -5.7890)
H (-2.9357, -2.9938, 6.3206)
H (-1.2990, 3.9830, -4.1487)
H (-1.1307, -5.1552, 3.3699)
H (-2.3068, -5.1006, 4.6806)
H (5.6185, 0.8892, -5.1097)
H (-0.0926, 3.2237, 4.1142)
H (4.7011, -5.6006, 3.7263)
H (-1.3864, -3.0031, -1.2423)

***

(5)
This record from OMol25 describes a structure of composition C34H33AsB2F4N7O4RbS2Se3Te in a non-equilibrium geometry. The level of theory is ωB97M-V/def2-TZVPD.

Summary:
Total charge: -2
Kohn-Sham gap (alpha / beta) (eV): 4.542 / 4.541
HOMO energy (alpha / beta) (Ha): -0.10302 / -0.10302

Positions of all 92 atoms, in Å:
Te (1.8381, 5.9768, -1.9535)
Rb (-1.7154, 0.4338, -0.9506)
Se (0.5490, 6.4994, 0.0346)
Se (0.3660, 4.6126, 1.3114)
Se (1.4763, 3.0916, 0.2501)
As (3.4894, -1.1285, 0.7955)
S (-0.6842, -2.7929, -5.1748)
S (0.7436, -1.3544, -2.9042)
F (-4.9325, -2.3069, 1.0020)
F (-3.9409, -3.0743, -0.9253)
F (-1.9862, 5.0550, 3.1306)
F (-3.5159, 3.3760, 3.4547)
O (-2.5979, -1.9437, 0.5880)
O (-2.6668, 3.8255, 1.3097)
O (-1.1659, 2.9149, 3.1096)
O (-4.3754, -0.8167, -0.7750)
N (-1.5925, 3.1645, -2.4534)
N (-1.2819, 0.7794, -3.8571)
N (-0.9236, 1.7067, 2.4418)
N (-4.2196, 0.3388, -0.0839)
N (-2.5959, -1.0072, 1.5856)
N (-1.1579, -0.3529, -4.5865)
N (-3.0656, 2.6233, 0.7551)
C (2.3740, -3.2729, 2.2032)
C (-5.0461, 1.5327, -2.0841)
C (2.7933, -1.4186, 3.6957)
C (2.0529, -4.9604, 0.3145)
C (-1.7959, 4.3288, -1.8446)
C (6.0372, -0.5491, 2.0299)
C (1.7037, -3.4030, 4.5074)
C (-4.4818, 1.4292, -0.6927)
C (-1.8465, 5.5295, -3.8973)
C (8.1491, -1.6296, 1.6444)
C (2.2122, -2.1301, 4.7369)
C (5.4137, -1.4016, 1.1207)
C (2.2119, -5.2603, -1.0314)
C (2.4903, -3.7365, 0.8050)
C (2.8788, -1.9905, 2.4367)
C (-1.6237, 4.3260, -4.5426)
C (6.1797, -2.3583, 0.4646)
C (-1.4789, -0.4671, 1.8716)
C (3.0777, -2.8154, -0.0695)
C (7.3925, -0.6657, 2.2986)
C (7.5403, -2.4704, 0.7248)
C (-1.6436, 0.7103, 2.7704)
C (1.7817, -3.9753, 3.2467)
C (-1.2275, 1.8861, -4.4819)
C (2.7980, -4.3444, -1.8939)
C (-2.7002, 0.6342, 3.8252)
C (-0.4966, -4.1049, -3.9466)
C (3.2238, -3.1131, -1.4142)
C (-0.4374, -1.3300, -4.1369)
C (-4.8803, 3.9429, -0.2653)
C (-1.9292, 5.5379, -2.5159)
C (-0.1323, -0.8220, 1.2980)
C (-4.0943, 2.6932, 0.0023)
C (-1.4946, 3.1596, -3.7903)
B (-2.3529, 3.7416, 2.7685)
B (-3.9800, -2.0550, 0.0197)
H (-1.8646, 4.2991, -0.7619)
H (1.5734, -5.6750, 0.9721)
H (8.1262, -3.2197, 0.2059)
H (2.1292, -1.6795, 5.7178)
H (2.8823, -4.5660, -2.9498)
H (-2.6226, 1.4638, 4.5187)
H (-1.5429, 4.2734, -5.6213)
H (-2.0840, 6.4511, -1.9575)
H (5.4563, 0.2169, 2.5329)
H (-4.4289, 2.1807, -2.7112)
H (7.8629, 0.0007, 3.0113)
H (1.8438, -6.2033, -1.4159)
H (1.3582, -4.9574, 3.0758)
H (-0.9776, 1.9263, -5.5440)
H (-0.0417, -0.5678, 0.2439)
H (1.2219, -3.9432, 5.3127)
H (-5.0860, 0.5376, -2.5228)
H (-4.6996, 4.6571, 0.5347)
H (0.0092, -1.9014, 1.3699)
H (-2.6040, -0.3211, 4.3445)
H (-4.5771, 4.3999, -1.2112)
H (3.1526, -0.4101, 3.8643)
H (3.6259, -2.3774, -2.0996)
H (-0.2781, -5.0263, -4.4866)
H (9.2087, -1.7209, 1.8492)
H (-6.0617, 1.9351, -2.0582)
H (5.7101, -3.0274, -0.2459)
H (0.6427, -0.2903, 1.8431)
H (-1.9480, 6.4479, -4.4630)
H (-1.4092, -4.2167, -3.3640)
H (-3.6806, 0.6507, 3.3499)
H (-5.9451, 3.7135, -0.3253)
H (0.3350, -3.8491, -3.2909)

***

(6)
This record from OMol25 describes a cluster of 2 separate species, CH5P3 in total in a non-equilibrium geometry. The level of theory is ωB97M-V/def2-TZVPD.

Summary:
ΔE to the lowest compared entry with this formula, charge and spin (kcal per mole): 58.7
Kohn-Sham gap (alpha / beta) (eV): 8.138 / 8.137
HOMO energy (alpha / beta) (Ha): -0.33157 / -0.33147

Positions of all 9 atoms, in Å:
P (1.6193, -1.0496, 0.1451)
P (1.5789, 0.7603, -0.9640)
P (0.4067, 0.6058, 0.9519)
C (-1.3326, 0.2599, 0.3566)
H (2.8050, 1.0677, -0.2755)
H (-1.4847, -0.3752, -0.4884)
H (0.0998, -2.2440, -1.1111)
H (-1.9307, 1.1637, 0.2307)
H (-1.7617, -0.1886, 1.1547)